{
  "formula": "C28H24BrCl2GaGeNO4",
  "method": "ωB97M-V/def2-TZVPD",
  "e_tot_ha": -8933.100314,
  "charge": 1,
  "homo_ev": -11.309,
  "lumo_ev": -3.704,
  "homo_lumo_gap_ev": 7.60,
  "fmax_ha_per_bohr": 0.010,
  "species": ["Br", "Ge", "Ga", "Cl", "Cl", "O", "O", "O", "O", "N", "C", "C", "C", "C", "C", "C", "C", "C", "C", "C", "C", "C", "C", "C", "C", "C", "C", "C", "C", "C", "C", "C", "C", "C", "C", "C", "C", "C", "H", "H", "H", "H", "H", "H", "H", "H", "H", "H", "H", "H", "H", "H", "H", "H", "H", "H", "H", "H", "H", "H", "H", "H"],
  "coordinates": [[0.765, -2.704, -2.110], [-0.812, 1.494, -0.790], [0.332, -2.727, 1.552], [-0.973, -1.600, 3.590], [1.802, -0.869, 2.822], [2.029, -5.741, 3.251], [0.955, -3.811, 2.883], [-0.234, -1.201, 0.563], [-1.492, -2.938, 0.780], [1.184, -4.083, 0.266], [-2.443, 4.152, -3.637], [-1.515, 3.076, -1.672], [-2.058, 1.639, 1.857], [1.559, -5.374, -1.697], [0.505, -0.700, 4.053], [-1.946, 3.024, -3.001], [0.244, 2.436, 3.176], [-2.439, -1.020, -0.383], [-2.103, 5.424, -1.628], [1.556, -4.935, 2.509], [1.189, -4.199, -1.065], [1.428, 1.722, -2.614], [3.293, 0.436, -1.017], [-0.871, 1.762, 1.131], [0.278, 2.176, 1.809], [1.588, -5.136, 1.009], [1.989, -6.328, 0.458], [-2.095, 1.893, 3.222], [3.664, 0.899, -2.272], [-1.368, -1.762, 0.313], [1.987, 0.598, -0.575], [1.959, -6.450, -0.924], [1.029, 1.236, -1.367], [-1.962, 0.015, -1.395], [-2.523, 5.355, -2.948], [2.730, 1.544, -3.069], [-1.602, 4.292, -0.996], [-0.941, 2.291, 3.884], [2.253, -7.376, -1.402], [4.026, -0.045, -0.379], [1.541, -5.425, -2.775], [-1.281, 4.365, 0.038], [4.682, 0.776, -2.620], [0.250, 0.352, 4.114], [1.141, 2.770, 3.683], [-1.898, 2.093, -3.559], [1.713, 0.252, 0.411], [-2.913, 6.237, -3.440], [-3.028, 1.804, 3.765], [-3.116, -1.759, -0.814], [-2.998, -0.538, 0.425], [-2.981, 1.368, 1.357], [-2.166, 6.360, -1.088], [-2.849, 0.494, -1.813], [1.212, 2.299, 1.272], [2.307, -7.124, 1.115], [0.723, 2.257, -3.240], [-0.973, 2.514, 4.943], [0.876, -1.116, 4.980], [-2.771, 4.095, -4.667], [3.018, 1.926, -4.040], [-1.457, -0.467, -2.235]]
}